Record 1
ORCA calculation (the ωB97M-V functional and the def2-TZVPD basis) on a structure of composition C19H16AlN8S.

Net charge = +3
HOMO level = -16.62 eV
E_LUMO = -11.3273 eV

Last column: natural (NBO) charge in e.
CARTESIAN COORDINATES (ANGSTROEM)
Al -0.128 1.602 -0.681  1.923
C 0.989 3.418 3.035  0.046
C 0.636 3.285 1.695  0.072
N 0.402 2.078 1.174  -0.616
C 0.516 0.996 1.987  0.122
C 0.864 1.164 3.315  0.072
N 1.098 2.367 3.830  -0.251
C 0.241 -0.296 1.324  0.290
C 0.284 -1.548 1.875  -0.215
C -0.022 -2.670 1.073  0.165
C -0.350 -2.448 -0.284  -0.216
C -0.364 -1.169 -0.772  0.291
N -0.082 -0.119 0.026  -0.772
C -0.645 -0.730 -2.154  0.130
C -0.955 -1.562 -3.214  0.062
N -1.190 -1.087 -4.433  -0.247
C -1.119 0.220 -4.616  0.046
C -0.812 1.089 -3.572  0.074
N -0.575 0.615 -2.344  -0.624
C 0.004 -4.020 1.627  -0.111
C 0.867 -4.347 2.675  -0.206
C 0.861 -5.649 3.154  0.064
N 0.052 -6.591 2.681  -0.315
C -0.780 -6.278 1.694  0.064
C -0.834 -5.016 1.121  -0.205
H 1.181 4.396 3.460  0.258
H 0.536 4.141 1.043  0.234
H 0.956 0.317 3.985  0.245
H 0.520 -1.688 2.920  0.266
H -0.554 -3.291 -0.928  0.266
H -1.018 -2.636 -3.085  0.245
H -1.310 0.603 -5.611  0.259
H -0.760 2.158 -3.716  0.243
H 1.571 -3.635 3.086  0.223
H 1.535 -5.944 3.948  0.231
H -1.434 -7.068 1.344  0.231
H -1.555 -4.821 0.337  0.223
N -0.789 6.177 -2.079  -0.706
C 0.056 5.176 -1.998  0.439
N 1.327 5.299 -2.321  -0.718
S -0.627 3.658 -1.458  -0.369
H -0.496 7.092 -2.400  0.450
H -1.761 6.061 -1.832  0.454
H 1.707 6.179 -2.647  0.448
H 1.960 4.519 -2.264  0.436


Record 2
ORCA calculation (the ωB97M-V functional and the def2-TZVPD basis) on a structure of composition C19H16BBrN2O3Pd.

Net charge = -2
HOMO level = 1.09 eV
E_LUMO = 4.4985 eV

Last column: natural (NBO) charge in e.
CARTESIAN COORDINATES (ANGSTROEM)
Pd -1.406 -0.540 -0.777  0.373
Br 4.920 3.499 0.772  -0.129
C 3.451 2.442 -0.049  -0.124
C 3.812 1.238 -0.616  -0.253
C 2.813 0.545 -1.276  -0.313
C 1.401 0.790 -1.050  0.189
C 1.114 1.961 -0.321  -0.265
C 2.101 2.770 0.191  -0.247
N 0.484 -0.041 -1.593  -0.631
C 0.833 -1.003 -2.579  -0.211
C -0.170 -1.783 -3.153  0.101
C 0.073 -2.553 -4.379  -0.258
C -0.923 -3.280 -4.961  -0.237
C -2.188 -3.286 -4.297  -0.483
C -2.392 -2.528 -3.145  0.081
N -1.445 -1.820 -2.616  -0.631
H 4.847 0.908 -0.631  0.201
H 2.998 -0.376 -1.805  0.199
H 0.086 2.249 -0.099  0.233
H 1.886 3.676 0.687  0.204
H 1.801 -1.022 -3.082  0.158
H 1.116 -2.419 -4.799  0.181
H -0.830 -3.737 -5.957  0.181
H -3.091 -3.707 -4.693  0.174
H -3.316 -2.450 -2.659  0.165
C -3.411 -1.414 1.491  -0.240
O -2.957 -0.326 0.750  -0.732
H -3.348 -1.155 2.542  0.158
H -2.614 -2.185 1.402  0.189
H -4.448 -1.716 1.231  0.161
O -0.801 -0.541 2.109  -0.695
B -1.634 0.205 1.059  0.931
O -1.541 1.662 1.555  -0.681
C -0.777 1.628 2.685  0.277
C -0.271 2.760 3.333  -0.281
C 0.534 2.496 4.445  -0.246
C 0.851 1.222 4.855  -0.263
C 0.442 0.122 4.133  -0.272
C -0.356 0.351 3.056  0.251
H -0.607 3.743 3.032  0.206
H 0.860 3.403 4.969  0.187
H 1.367 1.105 5.811  0.188
H 0.737 -0.892 4.426  0.204


Record 3
ORCA calculation (the ωB97M-V functional and the def2-TZVPD basis) on a structure of composition C19H16BCl2I2O5PV.

Net charge = +3
HOMO level = -16.06 eV
E_LUMO = -14.3224 eV

Last column: natural (NBO) charge in e.
CARTESIAN COORDINATES (ANGSTROEM)
C 5.492 0.108 3.134  0.009
C 4.373 0.155 2.679  -0.131
C 3.088 0.109 2.033  0.080
C 2.172 1.088 2.421  -0.158
C 0.890 1.207 1.900  -0.036
C 0.038 2.345 2.444  -0.168
Cl -1.319 1.772 3.487  0.036
C -0.380 3.421 1.328  -0.207
C 0.592 4.630 1.319  -0.575
Cl -2.004 4.074 1.778  -0.001
C 0.527 0.273 0.900  -0.074
C 1.463 -0.714 0.473  -0.097
C 2.737 -0.827 1.043  -0.321
P 3.998 -2.112 0.592  1.469
O 4.858 -2.495 1.739  -0.967
C 1.037 -1.649 -0.631  0.548
O 1.714 -2.539 -1.080  -0.436
C -0.322 -1.479 -1.320  -0.254
B -0.691 -2.447 -2.566  1.142
O -0.827 -3.788 -2.310  -0.898
O -0.840 -1.909 -3.821  -0.710
C -1.955 -2.421 -4.580  -0.270
C -1.221 -0.577 -0.921  -0.221
C -2.557 -0.426 -1.555  -0.096
I -2.898 0.911 -3.065  0.813
C -3.630 -1.247 -1.036  -0.026
C -5.052 -1.194 -1.531  -0.732
I -3.246 -2.568 0.519  0.780
C -0.850 0.321 0.293  0.547
O -1.750 1.006 0.717  -0.510
H 6.358 0.018 3.771  0.276
H 2.477 1.822 3.173  0.230
H 0.677 2.907 3.156  0.115
H -0.375 2.974 0.331  0.231
H 0.613 5.167 2.298  0.091
H 0.313 5.352 0.542  0.283
H 1.627 4.302 1.113  0.244
H 4.778 -1.540 -0.447  -0.025
H 3.393 -3.311 0.132  0.021
H -0.348 -4.297 -2.985  0.532
H -2.910 -1.941 -4.304  0.149
H -2.058 -3.514 -4.550  0.217
H -1.762 -2.157 -5.631  0.234
H -5.602 -2.063 -1.151  0.288
H -5.514 -0.300 -1.057  0.314
H -5.079 -1.097 -2.625  0.280
V 0.581 4.670 4.228  0.985


Record 4
ORCA calculation (the ωB97M-V functional and the def2-TZVPD basis) on a structure of composition C19H16BrNO3PRe.

Net charge = +3
<S²> = 0.769
HOMO level (alpha / beta) = -18.54 / -18.54 eV
E_LUMO (alpha / beta) = -12.1573 / -12.1647 eV
Spin multiplicity = 2
Energy above the lowest of the compared OMol25 structures with the same formula, charge and spin = 0.0 kcal/mol

Last column: Löwdin spin population.
CARTESIAN COORDINATES (ANGSTROEM)
Re -0.284 0.007 -0.349  0.833
O -2.225 -5.379 -2.475  0.002
C -1.721 -4.221 -2.177  0.002
C -1.046 -3.378 -3.091  0.001
C -0.566 -2.177 -2.663  0.006
N -0.729 -1.740 -1.379  0.014
C -1.370 -2.582 -0.531  0.006
Br -1.419 -1.780 1.198  0.006
C -1.873 -3.799 -0.831  -0.001
H -2.120 -5.649 -3.403  0.000
H -0.913 -3.678 -4.122  0.000
H -0.048 -1.501 -3.330  0.001
H -2.374 -4.431 -0.109  0.000
O 0.689 2.578 2.591  0.011
C 0.870 2.001 1.602  0.020
O -0.191 1.110 1.087  0.049
C 2.079 1.971 0.684  0.013
P 2.018 0.520 -0.426  0.003
C 3.342 -0.622 -0.270  -0.003
C 4.343 -0.440 0.694  -0.002
C 5.369 -1.365 0.792  0.000
C 5.398 -2.463 -0.058  -0.003
C 4.397 -2.654 -1.010  0.000
C 3.366 -1.744 -1.117  -0.002
C 1.499 0.992 -2.078  -0.005
C 2.006 0.574 -3.299  0.017
C 1.250 0.809 -4.446  -0.005
C -0.043 1.348 -4.387  0.008
C -0.587 1.716 -3.175  0.005
C 0.172 1.539 -1.989  0.010
H 2.983 1.978 1.294  0.000
H 2.104 2.891 0.091  0.000
H 4.349 0.409 1.363  0.000
H 6.147 -1.225 1.529  0.000
H 6.206 -3.179 0.018  0.000
H 4.431 -3.515 -1.663  0.000
H 2.587 -1.903 -1.855  0.000
H 2.985 0.117 -3.368  0.001
H 1.676 0.566 -5.412  0.000
H -0.595 1.513 -5.303  0.000
H -1.555 2.199 -3.124  0.000
H -0.074 2.243 -1.181  0.010


Record 5
ORCA calculation (the ωB97M-V functional and the def2-TZVPD basis) on the molecule C19H16Cl2N2O3.

HOMO level = -8.75 eV
E_LUMO = 0.2031 eV
SMILES = CN1C(=O)C(C(c2ccc(Cl)cc2)c2ccc(Cl)cc2)C(=O)N(C)C1=O
Energy above the lowest of the compared OMol25 structures with the same formula, charge and spin = 14.0 kcal/mol

Last column: natural (NBO) charge in e.
CARTESIAN COORDINATES (ANGSTROEM)
Cl -1.936 -5.514 2.063  0.024
C -1.893 -3.978 1.323  -0.057
C -1.597 -3.854 -0.043  -0.218
C -1.402 -2.585 -0.586  -0.186
C -1.395 -1.451 0.244  -0.004
C -0.760 -0.130 -0.282  -0.172
C -1.684 1.122 -0.178  -0.004
C -1.920 1.899 -1.326  -0.185
C -2.407 3.200 -1.208  -0.218
C -2.767 3.685 0.058  -0.058
Cl -3.178 5.327 0.269  0.024
C -2.744 2.837 1.165  -0.205
C -2.232 1.543 1.030  -0.210
C -1.898 -1.575 1.536  -0.209
C -2.108 -2.838 2.098  -0.205
H -1.508 -4.749 -0.650  0.229
H -1.242 -2.466 -1.662  0.214
H -0.608 -0.289 -1.359  0.209
H -1.703 1.479 -2.313  0.214
H -2.500 3.849 -2.073  0.229
H -3.109 3.174 2.129  0.226
H -2.269 0.881 1.885  0.205
H -2.136 -0.701 2.127  0.205
H -2.428 -2.921 3.130  0.226
C 3.116 2.625 -1.183  -0.415
N 2.518 1.346 -0.846  -0.473
C 1.273 1.400 -0.235  0.701
O 0.790 2.523 -0.097  -0.564
C 0.629 0.121 0.289  -0.422
C 1.555 -1.089 0.199  0.702
O 1.313 -2.171 0.729  -0.564
N 2.782 -0.972 -0.437  -0.474
C 3.654 -2.129 -0.338  -0.415
C 3.374 0.229 -0.874  0.818
O 4.535 0.289 -1.257  -0.594
H 4.105 2.423 -1.585  0.243
H 2.489 3.144 -1.909  0.219
H 3.187 3.236 -0.280  0.215
H 0.508 0.299 1.375  0.274
H 4.593 -1.861 -0.810  0.242
H 3.810 -2.374 0.715  0.215
H 3.190 -2.984 -0.832  0.218


Record 6
ORCA calculation (the ωB97M-V functional and the def2-TZVPD basis) on the molecule C19H16Cl2N4O2.

HOMO level = -8.42 eV
E_LUMO = 0.0668 eV
SMILES = Cc1cccc(OCC(=O)N/N=C/c2cn[nH]c2-c2ccc(Cl)c(Cl)c2)c1

Last column: natural (NBO) charge in e.
CARTESIAN COORDINATES (ANGSTROEM)
C -4.099 -4.140 -1.311  -0.631
C -3.902 -2.679 -1.045  0.024
C -3.469 -2.232 0.190  -0.297
C -3.298 -0.872 0.439  0.381
C -3.554 0.053 -0.562  -0.347
C -3.989 -0.396 -1.799  -0.161
C -4.165 -1.743 -2.043  -0.250
H -4.507 -2.078 -3.011  0.211
H -4.190 0.324 -2.578  0.215
H -3.416 1.111 -0.401  0.227
O -2.862 -0.552 1.705  -0.519
C -2.875 0.802 2.083  -0.164
C -1.755 1.643 1.453  0.623
O -1.873 2.836 1.273  -0.606
N -0.652 0.897 1.190  -0.441
N 0.565 1.248 0.706  -0.265
C 0.813 2.418 0.261  0.061
C 2.109 2.769 -0.250  -0.213
C 3.313 2.061 -0.358  0.217
N 4.165 2.900 -0.996  -0.323
N 3.623 4.075 -1.293  -0.251
C 2.385 4.015 -0.861  -0.025
H 1.719 4.845 -0.988  0.213
H 5.136 2.729 -1.207  0.412
C 3.744 0.740 0.068  -0.078
C 4.690 0.044 -0.685  -0.216
C 5.141 -1.197 -0.273  -0.054
C 4.658 -1.761 0.905  -0.067
C 3.717 -1.071 1.657  -0.213
C 3.264 0.166 1.245  -0.160
H 2.533 0.697 1.830  0.242
H 3.349 -1.512 2.569  0.232
Cl 5.218 -3.302 1.429  0.037
Cl 6.306 -2.038 -1.227  0.032
H 5.064 0.447 -1.613  0.225
H 0.076 3.217 0.221  0.213
H -0.701 -0.091 1.413  0.408
H -3.837 1.280 1.867  0.209
H -2.725 0.805 3.168  0.220
H -3.259 -2.926 0.989  0.218
H -3.523 -4.447 -2.183  0.221
H -3.790 -4.738 -0.458  0.215
H -5.148 -4.346 -1.518  0.222